(1)
DFT (ωB97M-V/def2-TZVPD) results for C3H6O in the gas phase.

Output
- orbital gap (Eh) = 0.402
- LUMO level (eV) = 1.18
- energy above the lowest of the compared OMol25 structures with the same formula, charge and spin (eV) = 1.622

Geometry (Å):
1 C 0.05970 0.76465 -0.06520
2 C -1.09163 -0.28010 0.03996
3 C 0.99971 -0.44315 0.07204
4 H 0.21012 1.22083 -1.05141
5 H 0.02639 1.61754 0.68056
6 H -1.68540 -0.30464 0.95392
7 H -1.77095 -0.28970 -0.77042
8 H 1.77635 -0.38686 -0.75700
9 H 1.56497 -0.53307 1.00841
10 O -0.08926 -1.36549 -0.11086

---

(2)
DFT (ωB97M-V/def2-TZVPD) results for 2 unconnected molecules or ions with the total composition C3H6N2O6.

Output
- orbital gap (spin up / spin down) (Eh) = 0.308 / 0.311
- LUMO level (spin up / spin down) (eV) = -0.60 / -0.35
- energy above the lowest of the compared OMol25 structures with the same formula, charge and spin (eV) = 2.236

Geometry (Å):
1 C -2.30528 -0.45739 0.09873
2 C -0.89778 -0.28650 -0.55700
3 C -0.10286 0.96420 -0.34971
4 N 2.84337 -0.63276 -0.06564
5 N 0.96827 0.81770 0.53536
6 O 2.56055 -1.16339 0.94864
7 O 3.45268 -0.67212 -1.02154
8 O 0.95876 -0.05124 1.39811
9 O 1.65323 1.97645 0.85889
10 O -0.19783 -1.45963 -0.52119
11 O -0.35071 2.08080 -0.79407
12 H -2.17427 -0.67407 1.14317
13 H -3.01942 0.35847 -0.28487
14 H -2.82017 -1.31804 -0.37647
15 H -1.00906 -0.13936 -1.72457
16 H -0.70123 -2.19364 0.00321
17 H 1.14174 2.85052 0.70897

---

(3)
DFT (ωB97M-V/def2-TZVPD) results for a molecular structure, C9H22ClI2LaN3OP.

Output
- orbital gap (Eh) = 0.239
- LUMO level (eV) = -7.96
- total charge = +2

Geometry (Å):
1 I 1.80633 -4.72267 -2.81452
2 I -0.88898 -4.88173 -2.14185
3 La 0.06504 -0.24326 -0.89996
4 P -0.16076 0.50892 -3.76116
5 C -1.78802 0.66676 -4.45102
6 C 0.74250 2.05139 -3.94175
7 H 1.75438 -0.90380 -4.18764
8 H 0.80924 -0.41923 -5.65208
9 H 0.21989 -1.73454 -4.55146
10 C 0.75264 -0.77707 -4.62102
11 H 1.74225 1.97624 -3.49148
12 H 0.80198 2.20218 -5.02182
13 H -1.60064 0.92108 -5.49489
14 H -2.33510 1.45641 -3.92537
15 H 0.18988 2.86817 -3.45714
16 H -2.32479 -0.28188 -4.34647
17 C -2.29366 -0.11693 -1.28645
18 O -3.41299 -0.14050 -1.17317
19 Cl 2.55251 -0.03677 -1.47588
20 C 2.77028 -0.06897 3.05179
21 N 1.34720 0.04373 3.45707
22 C 1.14252 0.05919 4.88987
23 C 0.33919 0.07609 2.54328
24 N 0.66970 0.03207 1.23009
25 N -1.00580 0.14898 2.80177
26 C -1.74735 0.26063 4.04923
27 C -1.96214 0.09100 1.66655
28 H 3.43408 -0.10515 3.92859
29 H 3.09816 0.79731 2.46299
30 H 2.96277 -0.99429 2.49309
31 H 0.71378 1.01407 5.20476
32 H 0.53416 -0.79460 5.19740
33 H 2.09155 -0.03453 5.43315
34 H 1.68170 -0.02239 1.05641
35 H -2.40451 1.14659 4.02191
36 H -2.41429 -0.60901 4.17470
37 H -1.12943 0.34113 4.93478
38 H -1.84295 0.95574 0.98929
39 H -1.88593 -0.86818 1.11998
40 H -3.02439 0.13779 1.98843

---

(4)
DFT (ωB97M-V/def2-TZVPD) results for 2 unconnected molecules or ions with the total composition C4H7OP.

Output
- orbital gap (Eh) = 0.295
- LUMO level (eV) = -1.06
- energy above the lowest of the compared OMol25 structures with the same formula, charge and spin (eV) = 3.231

Geometry (Å):
1 C -0.14148 0.66897 0.00424
2 C -0.76638 -0.50217 0.59241
3 C -0.77881 1.59831 -0.69676
4 C -1.96980 -0.98971 0.34751
5 O 3.37916 0.12681 1.05510
6 P 3.11600 -0.03887 -0.38928
7 H 0.87485 0.57700 0.06250
8 H -0.22740 -1.16422 1.22045
9 H -1.76289 1.54514 -0.72252
10 H -0.17585 2.20073 -1.43266
11 H -2.04132 -1.94806 0.61185
12 H -2.76667 -0.60590 -0.22372
13 H 3.26059 -1.46803 -0.42911

---

(5)
DFT (ωB97M-V/def2-TZVPD) results for 2 unconnected molecules or ions with the total composition C3H10NO.

Output
- orbital gap (Eh) = 0.362
- LUMO level (eV) = -3.50
- total charge = +1
- energy above the lowest of the compared OMol25 structures with the same formula, charge and spin (eV) = 1.224

Geometry (Å):
1 C 1.41972 0.63833 -2.16547
2 N 0.14245 0.13629 -1.59674
3 H 1.98677 1.19834 -1.43911
4 H 2.08214 -0.10746 -2.58980
5 H 1.24182 1.35355 -2.96917
6 H 0.29734 -0.84225 -1.35893
7 H -0.59047 0.15419 -2.29294
8 H -0.21562 0.65165 -0.78770
9 C 0.46001 0.26386 1.78983
10 C -0.56521 -0.56920 1.81320
11 O -1.46982 -0.54889 0.75523
12 H 1.32424 0.21647 2.41931
13 H 0.41188 1.20722 1.24598
14 H -0.70668 -1.41580 2.46972
15 H -2.32913 -0.82779 1.09864

---

(6)
DFT (ωB97M-V/def2-TZVPD) results for C7H15NO2Si in the gas phase.

Output
- orbital gap (Eh) = 0.348
- LUMO level (eV) = 0.72
- energy above the lowest of the compared OMol25 structures with the same formula, charge and spin (eV) = 0.600

Geometry (Å):
1 C -3.11618 0.03217 1.18037
2 C -2.33663 -0.86883 0.65584
3 C -0.37127 -1.24909 -0.87113
4 C 0.37884 2.75617 -0.76465
5 C 1.27908 -0.23127 2.33433
6 C 2.45860 -0.45695 -1.60338
7 C -1.85990 -0.80806 -0.74922
8 N -0.08072 -2.50181 -1.01821
9 O 0.51903 1.56943 -0.12194
10 O 1.76617 -0.42773 1.02337
11 Si 1.07445 0.08958 -0.32782
12 H -3.51699 -0.01151 2.19028
13 H -3.38332 0.93154 0.62558
14 H -2.04429 -1.79508 1.21199
15 H 0.43339 3.62217 -0.09809
16 H -0.63997 2.87598 -1.09355
17 H 0.84165 2.83932 -1.69569
18 H 0.32853 0.19089 2.36224
19 H 2.02333 0.27430 2.96374
20 H 1.11312 -1.18258 2.68205
21 H 2.08831 -1.25910 -2.21823
22 H 3.01341 0.16565 -2.19005
23 H 3.34138 -0.84736 -1.00812
24 H -1.74175 0.28287 -1.06450
25 H -2.54549 -1.40937 -1.36691
26 H 0.97722 -2.58133 -1.03830

---

(7)
DFT (ωB97M-V/def2-TZVPD) results for C4H5NO in the gas phase.

Output
- orbital gap (Eh) = 0.388
- LUMO level (eV) = 0.96
- energy above the lowest of the compared OMol25 structures with the same formula, charge and spin (eV) = 1.416

Geometry (Å):
1 C -1.71674 0.04105 0.13633
2 C -0.23867 -0.24124 0.10513
3 C 0.72322 0.62969 -0.28914
4 C 1.93939 -0.08038 -0.14117
5 N 1.74990 -1.29145 0.30747
6 O 0.33240 -1.40292 0.47026
7 H -2.14371 0.02113 1.14376
8 H -1.85290 1.05760 -0.25367
9 H -2.30942 -0.62937 -0.49332
10 H 0.56515 1.63746 -0.63376
11 H 2.95138 0.25843 -0.35187

---

(8)
DFT (ωB97M-V/def2-TZVPD) results for 5 unconnected molecules or ions with the total composition C22H40FNO9S.

Output
- orbital gap (Eh) = 0.346
- LUMO level (eV) = 0.42

Geometry (Å):
1 O -3.07220 3.86229 2.21642
2 C -1.94092 3.91209 1.89652
3 F -0.94868 3.75968 2.76524
4 N -1.45710 4.23788 0.62249
5 C -0.82449 3.29834 -0.20999
6 O -0.29577 3.65658 -1.22948
7 C -0.90646 1.81892 0.07249
8 C 0.28102 0.98977 -0.38106
9 C -0.28904 -0.30849 -0.91377
10 C -0.96954 -1.03634 0.26824
11 S -1.67387 -0.04190 1.60806
12 O -3.09489 -0.07867 1.45946
13 O -1.11986 -0.50466 2.84132
14 O -1.15291 1.47091 1.45363
15 H -2.11119 4.83899 0.13931
16 H -1.78507 1.46822 -0.48335
17 H 0.84320 0.75177 0.52555
18 H 0.97202 1.51207 -1.03355
19 H -1.00285 -0.06180 -1.69024
20 H 0.50309 -0.91043 -1.35201
21 H -1.74754 -1.68928 -0.11722
22 H -0.23362 -1.66625 0.76399
23 C -2.75938 -0.46354 -5.84581
24 C -2.21366 0.96406 -5.87456
25 C -1.81669 1.17473 -4.41914
26 O -1.43581 -0.11138 -3.91731
27 C -1.82489 -1.12611 -4.84349
28 H -2.75454 -0.95601 -6.81663
29 H -3.78355 -0.46674 -5.46693
30 H -1.33090 1.01339 -6.51550
31 H -2.93111 1.70303 -6.22677
32 H -2.66189 1.54424 -3.82713
33 H -0.98260 1.86663 -4.29883
34 H -0.91958 -1.50611 -5.33007
35 H -2.29582 -1.94673 -4.30155
36 C 3.89679 2.86766 2.88143
37 C 4.63007 3.79173 1.91135
38 C 4.57983 2.98621 0.62047
39 O 3.37105 2.22339 0.66596
40 C 2.81777 2.27803 1.98496
41 H 3.48787 3.37913 3.75086
42 H 4.56758 2.08083 3.23259
43 H 4.07667 4.72598 1.79482
44 H 5.64624 4.03436 2.21733
45 H 5.42603 2.29411 0.55186
46 H 4.57221 3.61205 -0.27230
47 H 1.93019 2.92170 1.96116
48 H 2.51028 1.27725 2.29107
49 C 1.94710 -4.05387 -5.36644
50 C 3.02208 -3.72860 -4.33271
51 C 2.23474 -2.91257 -3.31691
52 O 0.89349 -3.40921 -3.34555
53 C 0.72506 -4.26198 -4.48285
54 H 2.17602 -4.92283 -5.98093
55 H 1.79281 -3.19880 -6.02858
56 H 3.38961 -4.64870 -3.87357
57 H 3.87475 -3.18725 -4.73874
58 H 2.21817 -1.85037 -3.58614
59 H 2.62729 -3.00638 -2.30355
60 H 0.66080 -5.29551 -4.12703
61 H -0.20754 -4.00865 -4.98884
62 C -2.54330 -0.90441 6.36239
63 C -1.66684 -0.81715 7.61000
64 C -1.84136 -2.20944 8.20614
65 O -2.05166 -3.09586 7.10683
66 C -2.30120 -2.33736 5.91733
67 H -2.28990 -0.17948 5.59124
68 H -3.59263 -0.76478 6.63258
69 H -0.62489 -0.65749 7.32387
70 H -1.95616 -0.02348 8.29732
71 H -2.71751 -2.25165 8.86326
72 H -0.97025 -2.54343 8.77159
73 H -1.42163 -2.40480 5.26980
74 H -3.15256 -2.76756 5.38959

---

(9)
DFT (ωB97M-V/def2-TZVPD) results for a molecular structure, C17H22CoN5OS.

Output
- orbital gap (spin up / spin down) (Eh) = 0.341 / 0.219
- LUMO level (spin up / spin down) (eV) = -5.97 / -9.32
- total charge = +2
- spin multiplicity = 5

Geometry (Å):
1 Co 0.52144 0.35777 -0.15907
2 O -1.82876 -2.46649 1.62972
3 C -0.92772 -1.87808 1.07581
4 N -1.02811 -0.58849 0.58302
5 C -2.28078 0.08867 0.75612
6 C -2.19976 1.47202 0.16509
7 C -3.29114 2.32677 0.17989
8 C -3.15527 3.59504 -0.35810
9 C -1.93066 3.97441 -0.89371
10 C -0.89243 3.06662 -0.87607
11 N -1.02424 1.83549 -0.36289
12 C 0.44098 -2.45325 0.87201
13 C 0.73864 -3.74654 1.26208
14 C 2.02451 -4.21553 1.03687
15 C 2.95237 -3.37692 0.43916
16 C 2.56801 -2.09291 0.08115
17 N 1.33300 -1.64147 0.29177
18 H -2.53751 0.13690 1.82179
19 H -3.08411 -0.49509 0.28952
20 H -4.22629 1.99026 0.60824
21 H -3.99354 4.27868 -0.36022
22 H -1.78621 4.95763 -1.31771
23 H 0.07510 3.32461 -1.28852
24 H -0.02980 -4.34871 1.72667
25 H 2.29490 -5.22325 1.32215
26 H 3.96375 -3.70599 0.24703
27 H 3.26012 -1.41234 -0.39679
28 C 2.36302 3.50259 3.52664
29 N 2.93881 2.34844 2.82473
30 C 4.17601 1.76662 3.35683
31 C 2.32437 1.81928 1.82677
32 N 1.77878 1.37304 0.89887
33 H 3.08112 4.32126 3.53465
34 H 2.13004 3.22711 4.55521
35 H 1.45413 3.82917 3.02897
36 H 4.95630 2.52605 3.37289
37 H 4.49926 0.93637 2.73524
38 H 4.00770 1.41232 4.37379
39 C -0.17299 -1.05451 -3.37226
40 S 1.23345 -0.29854 -2.51778
41 C 1.74333 0.95461 -3.72003
42 H 0.19986 -1.74719 -4.12249
43 H -0.77692 -0.28221 -3.84197
44 H -0.76710 -1.59948 -2.64222
45 H 0.87547 1.46074 -4.13542
46 H 2.30191 0.45742 -4.50930
47 H 2.39206 1.66933 -3.21920

---

(10)
DFT (ωB97M-V/def2-TZVPD) results for a molecular structure, C6H8.

Output
- orbital gap (spin up / spin down) (Eh) = 0.262 / 0.262
- LUMO level (spin up / spin down) (eV) = -0.36 / -0.36
- energy above the lowest of the compared OMol25 structures with the same formula, charge and spin (eV) = 6.033

Geometry (Å):
1 C -1.14206 0.57992 0.45017
2 C -0.21585 0.40233 -0.80274
3 C 1.19013 0.75559 -0.40790
4 C 1.30404 -0.14111 0.84416
5 C 0.55252 -1.29664 0.51043
6 C -0.36968 -1.03172 -0.51840
7 H -1.45584 -0.20578 1.13436
8 H -2.02441 1.18917 0.19977
9 H -0.68082 0.82748 -1.69528
10 H 1.31122 1.81154 -0.14703
11 H 1.92196 0.50686 -1.18835
12 H 0.18390 0.38673 1.37312
13 H 0.45042 -2.12740 1.20629
14 H -1.17304 -1.64946 -0.90660

---

(11)
DFT (ωB97M-V/def2-TZVPD) results for 2 unconnected molecules or ions with the total composition CH6N2O2S.

Output
- orbital gap (spin up / spin down) (Eh) = 0.251 / 0.251
- LUMO level (spin up / spin down) (eV) = 0.29 / 0.29
- energy above the lowest of the compared OMol25 structures with the same formula, charge and spin (eV) = 1.434

Geometry (Å):
1 C 1.80112 -0.41504 -0.15727
2 N 2.10818 0.79673 0.25454
3 N 0.62616 -1.06177 0.10203
4 O -3.59151 -0.01933 0.06870
5 O -0.84939 1.11708 -0.05336
6 S -0.87600 -0.32407 0.44808
7 H 2.58368 -1.11852 -0.23550
8 H 1.32692 1.46938 0.26748
9 H 3.12080 1.10163 0.06437
10 H -3.65915 -0.26696 -0.91583
11 H 0.46730 -2.05708 0.10312
12 H -3.05810 0.77793 0.05364

---

(12)
DFT (ωB97M-V/def2-TZVPD) results for a molecular structure, C8H9AlF4NO5.

Output
- orbital gap (Eh) = 0.315
- LUMO level (eV) = 1.17
- total charge = -1

Geometry (Å):
1 C -0.78612 2.71280 1.34868
2 C -2.11261 2.18239 0.88170
3 O -2.63076 2.48487 -0.15189
4 O -2.71959 1.31440 1.75638
5 C -2.82847 -0.03960 1.29962
6 C -1.49055 -0.61433 0.96311
7 C -0.86556 -0.73551 -0.20900
8 C -1.37670 -0.36235 -1.56883
9 N -0.37922 -0.40211 -2.63174
10 C 0.49858 -1.30879 0.08161
11 O 1.40227 -1.50982 -0.65217
12 O 0.58141 -1.53443 1.45677
13 C -0.59664 -1.14575 2.03044
14 O -0.81977 -1.24029 3.19540
15 H -0.78880 3.80097 1.27400
16 H -0.01233 2.33912 0.67226
17 H -0.55207 2.39946 2.36337
18 H -3.51861 -0.10171 0.45378
19 H -3.24837 -0.58465 2.14440
20 H -1.86448 0.61564 -1.48473
21 H -2.17716 -1.07608 -1.81349
22 H -0.52822 0.33931 -3.29968
23 H 0.57672 -0.37580 -2.30168
24 F 5.22149 -2.12724 0.38356
25 Al 5.24495 -1.43707 -1.15966
26 F 4.15372 -0.13836 -1.22205
27 F 4.81569 -2.59422 -2.31597
28 F 6.80122 -0.86085 -1.49419

---

no.,F_max (hartree/bohr),molecular weight (g mol⁻¹)
1,0.0355,58.080
2,0.1109,166.089
3,0.0994,647.436
4,0.1094,102.073
5,0.0367,76.119
6,0.0769,173.288
7,0.0181,83.090
8,0.0296,513.625
9,0.0229,403.397
10,0.0127,80.130
11,0.1000,110.138
12,0.0112,302.136